{
  "formula": "C48H54As2ClKN2O14S2",
  "method": "ωB97M-V with the def2-TZVPD basis set",
  "de_lowest_kcal_mol": 0.0,
  "gap_ev": [4.7, 4.4],
  "total_energy_ev": -254496.188,
  "charge": -2,
  "elements": ["K", "S", "C", "C", "C", "C", "C", "C", "N", "C", "C", "C", "C", "C", "C", "C", "H", "H", "H", "H", "H", "H", "H", "H", "O", "H", "H", "O", "H", "H", "C", "C", "S", "O", "C", "C", "H", "H", "H", "H", "H", "H", "H", "H", "H", "H", "C", "O", "C", "O", "C", "C", "As", "C", "C", "C", "As", "C", "C", "O", "O", "C", "C", "O", "O", "C", "C", "O", "O", "C", "H", "H", "H", "H", "H", "H", "H", "H", "H", "H", "H", "H", "H", "H", "H", "H", "H", "H", "C", "C", "C", "C", "Cl", "C", "C", "C", "O", "C", "C", "O", "O", "H", "H", "H", "H", "H", "H", "H", "H", "C", "C", "C", "C", "C", "C", "C", "C", "N", "H", "H", "H", "H", "H", "H"],
  "coordinates": [[0.980002, -0.122422, -0.991984], [5.351768, 1.985022, 1.267677], [5.794958, 0.829492, 0.061093], [7.027116, 0.636085, -0.556744], [7.089981, -0.261764, -1.604821], [5.948455, -0.953895, -2.024005], [4.737256, -0.798006, -1.383043], [4.660332, 0.103578, -0.322004], [3.493787, 0.444029, 0.349694], [3.678511, 1.449244, 1.134358], [2.611997, 2.220939, 1.804515], [2.792419, 3.607019, 1.891225], [1.797499, 4.435031, 2.369364], [0.581289, 3.883396, 2.747822], [0.398589, 2.517341, 2.673967], [1.402611, 1.658576, 2.228782], [7.899516, 1.197541, -0.247739], [8.030805, -0.414959, -2.119718], [6.009757, -1.628623, -2.868350], [3.856201, -1.340049, -1.709301], [3.715938, 4.042959, 1.532243], [1.957522, 5.504790, 2.413359], [-0.228198, 4.517180, 3.087964], [-0.553665, 2.090802, 2.963817], [-0.819901, -1.737803, -0.773899], [-0.152975, -2.405256, -0.495397], [-1.624996, -1.955948, -0.266468], [1.891957, 1.931321, -2.817201], [1.278188, 2.349895, -2.188619], [1.320480, 1.662061, -3.557027], [0.259099, -3.377454, -4.535032], [0.452379, -1.969927, -5.079047], [-0.045887, -0.680282, -3.918735], [0.061014, 0.604082, -4.699096], [-1.800094, -1.114170, -3.809442], [-2.597064, 0.068297, -3.289254], [0.693277, -4.104426, -5.224111], [-0.797327, -3.617732, -4.415003], [0.752115, -3.474107, -3.567603], [-0.113405, -1.774559, -5.993305], [1.505027, -1.757789, -5.271316], [-1.836867, -1.947283, -3.105639], [-2.133551, -1.433238, -4.800978], [-2.252911, 0.373667, -2.299158], [-3.648994, -0.201936, -3.189163], [-2.508297, 0.918771, -3.963811], [-1.502927, 3.553299, -3.163129], [-0.706276, 3.434494, -1.983087], [-1.024557, 2.530711, -0.995093], [-0.030154, 1.892418, -0.576066], [-2.345058, 2.379430, -0.514131], [-3.445099, 3.239573, -0.742711], [-5.192979, 2.522225, -1.227838], [-6.348803, 3.536820, 0.001931], [-5.246260, 0.779466, -0.374890], [-4.109147, 0.021057, -0.055839], [-2.527159, 0.855372, 0.698683], [-3.483491, 1.804460, 2.159610], [-4.020547, -1.389896, -0.164963], [-3.159692, -2.131462, 0.341307], [-4.951741, -1.951687, -1.011094], [-4.936184, -3.364056, -1.056981], [-6.590410, 0.276752, -0.282442], [-7.572120, 0.678178, -0.899766], [-6.733916, -0.741611, 0.633305], [-8.007716, -1.352249, 0.632614], [-3.411666, 4.662269, -1.003801], [-4.235101, 5.247605, -1.695482], [-2.427817, 5.467987, -0.468763], [-1.864152, 5.217697, 0.807357], [-1.707591, 4.610257, -3.329190], [-2.447144, 3.022981, -3.074817], [-0.931037, 3.141382, -3.997741], [-6.250947, 4.592914, -0.243353], [-6.053561, 3.358935, 1.035802], [-7.375046, 3.207905, -0.149022], [-4.019593, 2.664741, 1.755391], [-2.791015, 2.139147, 2.936523], [-4.200469, 1.108829, 2.596422], [-5.724632, -3.648596, -1.753323], [-5.134962, -3.795206, -0.073039], [-3.974025, -3.744972, -1.404172], [-7.947024, -2.175961, 1.343138], [-8.264780, -1.730641, -0.359071], [-8.787819, -0.652261, 0.939662], [-0.814919, 5.509487, 0.758522], [-1.924449, 4.174164, 1.101724], [-2.376839, 5.833167, 1.555950], [7.157168, -3.902829, -0.529999], [6.218885, -3.209843, 0.414267], [6.690338, -2.389289, 1.424507], [5.808283, -1.775115, 2.301168], [6.439268, -0.725516, 3.549839], [4.450431, -1.991597, 2.205026], [3.957344, -2.803059, 1.189447], [4.833342, -3.380282, 0.278873], [4.439433, -4.078529, -0.815729], [3.083867, -4.519647, -0.883263], [2.020272, -3.393872, -0.898727], [2.043755, -2.590090, -1.857774], [1.204004, -3.408575, 0.051040], [8.192955, -3.719253, -0.243272], [7.011143, -3.555137, -1.552492], [6.975004, -4.978961, -0.533264], [7.755240, -2.222087, 1.528505], [3.769660, -1.519576, 2.901406], [2.888901, -2.953123, 1.096962], [2.873851, -5.186793, -0.043987], [3.027104, -5.065286, -1.824418], [1.122081, 0.172189, 2.285205], [0.379035, -0.217197, 3.543906], [-0.797856, -0.955329, 3.462807], [-1.474524, -1.332036, 4.612725], [-0.967958, -0.979623, 5.860178], [0.216946, -0.246554, 5.952694], [0.877287, 0.129282, 4.800183], [-1.652857, -1.368466, 7.063109], [-2.199267, -1.671759, 8.029107], [0.492914, -0.124896, 1.445653], [2.048207, -0.400728, 2.223017], [-1.201711, -1.218550, 2.491498], [-2.396515, -1.893260, 4.539973], [0.606620, 0.021141, 6.926079], [1.790453, 0.709653, 4.868758]],
  "forces_ev_per_a": [[1.24, -0.71, -0.33], [-0.08, 0.01, -0.02], [0.00, 0.03, 0.02], [0.00, 0.01, -0.02], [-0.01, 0.01, 0.01], [0.02, -0.02, -0.03], [-0.01, 0.03, -0.07], [0.01, 0.08, 0.03], [-0.11, 0.25, -0.27], [0.11, -0.10, 0.13], [-0.03, 0.02, -0.05], [0.02, 0.01, -0.02], [-0.03, -0.01, 0.01], [0.02, 0.02, 0.00], [-0.02, -0.02, -0.01], [-0.03, -0.02, 0.11], [0.00, 0.00, 0.00], [0.00, 0.00, 0.00], [0.02, -0.02, 0.00], [0.00, -0.02, 0.03], [0.00, -0.02, 0.00], [0.00, 0.00, -0.01], [0.01, -0.01, 0.01], [0.01, -0.01, 0.01], [0.00, -0.61, -0.05], [-0.13, 0.01, -0.03], [-0.21, 0.11, -0.01], [-0.04, -0.07, -0.01], [0.00, 0.02, -0.04], [0.01, 0.03, -0.02], [-0.01, 0.00, 0.01], [0.01, -0.02, 0.06], [-0.19, 0.09, -0.15], [-0.01, -0.04, -0.04], [0.05, 0.00, 0.00], [0.05, 0.03, 0.02], [0.01, 0.00, 0.00], [0.01, 0.00, -0.01], [0.01, 0.00, 0.00], [0.01, 0.00, -0.01], [0.00, -0.01, 0.00], [0.00, -0.01, 0.00], [0.00, 0.02, -0.01], [-0.01, -0.03, -0.02], [0.00, 0.00, 0.01], [-0.01, -0.02, -0.01], [0.01, 0.04, 0.10], [-0.04, 0.04, -0.08], [0.03, 0.07, 0.23], [-0.59, 1.26, 0.13], [0.11, 0.17, 0.04], [0.06, -0.03, -0.10], [0.02, -0.02, -0.01], [0.00, 0.01, 0.02], [-0.08, 0.08, -0.03], [0.06, -0.12, 0.16], [-0.06, 0.07, 0.19], [-0.03, 0.04, -0.07], [0.01, 0.17, -0.24], [-0.35, -0.15, 0.25], [0.07, -0.05, 0.02], [0.00, 0.01, -0.01], [0.07, -0.21, -0.13], [-0.03, 0.11, 0.09], [-0.08, 0.09, 0.07], [0.02, 0.03, 0.01], [-0.06, 0.00, -0.01], [-0.01, -0.02, -0.02], [0.10, -0.03, 0.02], [-0.03, -0.02, -0.11], [-0.03, 0.01, -0.01], [-0.05, -0.01, 0.06], [-0.01, 0.01, 0.00], [0.00, 0.00, -0.01], [-0.01, 0.00, -0.01], [-0.01, -0.02, -0.01], [-0.01, -0.02, 0.02], [0.01, 0.01, -0.02], [0.01, -0.01, 0.02], [0.00, 0.00, 0.00], [0.00, 0.00, 0.00], [0.00, -0.01, 0.00], [0.00, 0.00, 0.00], [0.01, -0.01, 0.00], [-0.01, 0.00, -0.01], [0.01, -0.02, 0.01], [-0.02, -0.12, -0.04], [0.00, 0.00, -0.02], [-0.03, 0.03, 0.02], [0.06, -0.01, 0.06], [0.00, -0.05, -0.02], [-0.06, -0.02, 0.05], [0.03, -0.05, 0.03], [0.10, -0.09, 0.03], [0.03, -0.04, 0.13], [-0.01, 0.17, 0.06], [0.06, -0.11, -0.06], [-0.04, 0.04, 0.12], [-0.15, 0.03, -0.35], [0.29, -0.12, 0.13], [-0.16, -0.07, -0.11], [0.00, 0.00, -0.01], [-0.02, 0.03, -0.05], [0.01, -0.01, 0.00], [0.00, 0.01, 0.00], [0.04, -0.03, 0.02], [0.12, 0.02, 0.16], [0.03, 0.00, 0.02], [-0.06, -0.03, 0.02], [-0.05, 0.03, 0.08], [0.06, -0.21, -0.01], [0.01, 0.00, -0.02], [-0.01, -0.01, 0.00], [0.04, 0.01, 0.01], [-0.01, -0.02, 0.01], [0.00, 0.01, -0.03], [-0.05, 0.02, -0.03], [0.03, -0.01, 0.02], [-0.03, 0.05, -0.01], [-0.05, 0.04, -0.06], [0.00, 0.01, 0.00], [0.00, 0.00, 0.00], [0.00, 0.00, 0.00], [0.00, 0.00, 0.00]],
  "mulliken_charge": [1.434, -0.358, 1.220, -0.748, -0.567, -1.012, 0.126, -1.450, 0.855, 0.553, 1.126, -0.782, -1.124, -0.701, 0.256, -0.007, 0.424, 0.379, 0.536, 0.440, 0.405, 0.371, 0.557, 0.023, 0.165, 0.099, -0.011, -0.771, 0.276, 0.362, -0.828, -0.796, 0.960, -0.889, -0.895, -1.198, 0.397, 0.317, -0.013, 0.424, 0.362, 0.280, 0.806, -0.055, 0.431, 0.479, -0.646, -0.500, 0.015, -0.425, -0.413, 0.315, -0.083, -1.365, 0.818, -0.527, 1.751, -1.363, -0.103, -0.847, -0.167, -0.834, -0.053, -0.721, -0.201, -0.861, -0.191, -0.689, -0.346, -0.459, 0.321, 0.157, 0.246, 0.418, 0.352, 0.412, 0.131, 0.316, 0.555, 0.268, 0.299, 0.203, 0.246, 0.303, 0.270, 0.246, 0.172, 0.298, -1.503, 1.320, -0.762, 0.226, -0.283, -1.074, -0.900, 0.386, -0.402, -0.962, 0.963, -0.709, -0.829, 0.411, 0.218, 0.359, 0.362, 0.808, 0.808, 0.318, 0.304, 2.526, -0.466, 0.033, -1.025, 0.652, -0.978, 0.028, 0.017, -0.619, -0.908, -1.538, 0.576, 0.528, 0.448, 0.489]
}